Version w
14
Properties=species:S:1:pos:R:3 method="wB97M-V/def2-TZVPD" e_lumo_ev="-0.50 / -1.96"
C -0.43 -0.56 -1.18
C -1.08 0.55 -0.44
C 3.20 -0.47 0.49
C -1.46 0.18 1.02
N 1.08 -0.89 -0.73
N 2.07 -0.35 0.00
O 4.11 -0.04 1.10
S 0.02 2.04 -0.62
H -0.79 -1.52 -0.80
H -0.22 -0.47 -2.24
H -1.85 1.25 -0.79
H -2.22 -0.67 1.05
H -1.92 0.97 1.56
H -0.49 -0.02 1.58

=====

Version x
14
Properties=species:S:1:pos:R:3 method="wB97M-V/def2-TZVPD" e_lumo_ev=-0.02 smiles="O/N=C/[C@H]1CN1C=S"
C 0.82 -0.38 0.72
C -0.21 0.76 0.75
C -0.60 1.56 -0.28
C -1.85 -0.80 -0.55
H 3.25 -0.82 -0.92
H 0.82 -1.19 1.42
H -0.33 0.99 1.87
H -0.13 1.51 -1.21
H -1.25 2.33 -0.05
H -2.41 -0.80 -1.47
N 1.89 -0.11 -0.15
N -1.48 0.44 -0.03
O 2.70 -1.32 -0.28
S -1.22 -2.17 0.18

=====

Version y
14
Properties=species:S:1:pos:R:3 method="wB97M-V/def2-TZVPD" e_lumo_ev=-0.19
C 0.74 -0.09 0.91
C -0.27 0.80 0.72
C -1.37 0.58 -0.17
C -1.45 -0.69 -0.94
H 2.53 -0.60 1.76
H 1.88 0.94 2.29
H 0.76 -1.00 0.33
H -0.26 1.74 1.29
H -2.33 -1.29 -0.79
H 0.84 -0.67 -2.85
N 1.77 0.05 1.75
N -0.67 -1.11 -1.87
O 0.43 -0.29 -2.07
S -2.61 1.63 -0.37

=====

Version z
14
Properties=species:S:1:pos:R:3 method="wB97M-V/def2-TZVPD" e_lumo_ev=0.01 smiles="O=CNC1=NSCC1"
C -2.05 0.55 1.10
C 0.05 0.65 -0.27
C 1.75 -0.92 -0.62
C 0.31 -0.93 -0.17
H -2.27 -0.59 0.95
H -1.17 2.09 0.15
H 2.20 -1.82 -1.31
H 2.29 -1.06 0.34
H -0.16 -1.28 0.73
H -0.33 -1.17 -1.11
N -1.19 1.11 0.18
N 0.82 1.46 -0.76
O -2.47 1.27 2.25
S 2.20 0.64 -1.44

=====

The data favor version y; the next most stable structure lies 0.392 eV above it.

=====

Version w
19
Properties=species:S:1:pos:R:3 method="wB97M-V/def2-TZVPD" e_lumo_ev=-3.95 total_charge=+1
C 0.44 0.57 -0.51
C 0.31 1.54 0.40
C 1.04 -0.38 -2.60
C -2.01 -1.25 0.73
C 0.17 -1.99 0.92
N 0.83 0.32 -1.62
N 0.89 2.84 0.23
N -0.80 -1.16 0.41
O -0.23 1.29 1.57
I -3.34 0.22 0.21
H 0.74 -1.39 -2.75
H 1.59 -0.06 -3.48
H -2.48 -1.94 1.44
H -0.09 -2.82 1.45
H 0.78 -2.48 0.15
H 0.99 -1.49 1.44
H 1.43 2.91 -0.63
H 0.88 3.61 0.89
H -1.14 1.66 1.77

=====

Version x
19
Properties=species:S:1:pos:R:3 method="wB97M-V/def2-TZVPD" e_lumo_ev="-6.12 / -6.88" total_charge=+1
C -0.61 -1.01 0.82
C 0.89 1.02 0.54
C -3.04 -0.71 0.76
C 0.20 -0.20 -0.18
C 1.35 -0.99 -0.76
N -1.89 -0.27 0.93
N 1.49 1.82 -0.40
N 1.91 -0.58 -1.79
O 1.99 0.13 -2.71
I 0.62 2.18 -2.22
H -0.68 -2.07 0.57
H -0.20 -0.74 1.73
H 0.25 1.57 1.36
H 1.78 0.53 1.20
H -3.33 -1.75 0.65
H -3.82 0.00 0.86
H -0.51 0.17 -0.99
H 1.83 -1.80 -0.22
H 1.78 2.69 -0.13

=====

The data favor version w; the next most stable structure lies 3.023 eV above it.